Entry 1:
C84H213N13O32 | ωB97M-V/def2-TZVPD

ORCA input file:
```
! RIJCOSX wB97M-V def2-TZVPD def2/J DEFGRID3
* xyz 0 1
C 8.41 7.48 -0.80
O 7.19 7.31 -0.02
C 6.02 7.86 -0.51
C 4.89 6.94 -0.30
N 5.08 5.68 -1.08
C 4.06 4.73 -0.78
C 4.16 3.37 -1.45
O 5.47 2.90 -1.18
C 5.76 1.76 -1.91
H 8.72 8.52 -0.65
H 8.27 7.31 -1.90
H 9.17 6.93 -0.29
H 5.99 8.09 -1.53
H 5.81 8.85 -0.06
H 4.01 7.39 -0.78
H 4.68 6.78 0.78
H 5.96 5.21 -0.80
H 3.17 5.21 -1.15
H 3.98 4.59 0.35
H 4.11 3.48 -2.46
H 3.38 2.72 -1.09
H 5.66 1.95 -2.94
H 5.15 0.94 -1.64
H 6.81 1.49 -1.73
C -5.49 1.65 -1.92
O -4.45 1.19 -2.78
C -4.20 -0.15 -2.88
C -5.27 -0.92 -3.67
N -5.14 -0.88 -5.10
C -5.50 0.49 -5.55
C -5.20 0.62 -6.98
O -5.48 1.92 -7.39
C -5.07 2.05 -8.78
H -5.44 2.71 -1.92
H -5.20 1.28 -0.90
H -6.50 1.37 -2.09
H -4.13 -0.69 -1.88
H -3.23 -0.17 -3.36
H -6.29 -0.65 -3.34
H -5.19 -1.97 -3.35
H -5.80 -1.48 -5.53
H -4.97 1.24 -5.01
H -6.54 0.74 -5.35
H -5.95 0.01 -7.52
H -4.13 0.27 -7.19
H -3.96 2.00 -8.81
H -5.43 3.06 -9.06
H -5.51 1.32 -9.44
C -1.62 10.62 0.62
O -2.18 10.09 1.79
C -3.04 9.01 1.49
C -3.80 8.63 2.76
N -3.01 8.12 3.84
C -2.28 9.11 4.61
C -1.82 8.69 6.01
O -0.62 8.05 5.94
C -0.13 7.79 7.24
H -0.98 9.88 0.01
H -1.02 11.46 0.84
H -2.31 10.92 -0.16
H -2.49 8.13 1.12
H -3.81 9.30 0.73
H -4.58 7.93 2.48
H -4.31 9.48 3.20
H -2.44 7.31 3.56
H -3.01 9.91 4.76
H -1.50 9.66 4.09
H -2.56 8.03 6.37
H -1.72 9.60 6.60
H 0.75 7.25 7.04
H -0.83 7.11 7.76
H -0.05 8.68 7.84
C -5.66 -3.33 6.04
O -4.50 -3.98 5.65
C -3.84 -3.32 4.60
C -2.79 -4.32 4.25
N -3.27 -5.52 3.70
C -2.28 -6.27 3.02
C -1.14 -6.81 3.97
O -1.74 -7.74 4.89
C -1.54 -7.46 6.27
H -5.45 -2.25 6.33
H -6.01 -3.86 6.95
H -6.47 -3.33 5.27
H -3.42 -2.36 4.93
H -4.52 -3.23 3.69
H -2.28 -4.47 5.27
H -2.05 -3.89 3.58
H -3.73 -6.02 4.47
H -1.93 -5.66 2.17
H -2.76 -7.17 2.56
H -0.58 -5.99 4.47
H -0.47 -7.40 3.39
H -0.49 -7.69 6.53
H -2.27 -8.02 6.80
H -1.70 -6.42 6.62
C -1.61 -5.61 -1.77
O -2.52 -4.79 -1.01
C -3.91 -4.85 -1.33
C -4.54 -3.66 -0.57
N -4.52 -3.77 0.86
C -5.58 -4.72 1.35
C -6.97 -4.09 1.62
O -7.57 -3.67 0.43
C -8.70 -2.83 0.61
H -1.87 -6.69 -1.67
H -0.71 -5.44 -1.28
H -1.57 -5.37 -2.83
H -4.30 -5.79 -0.97
H -4.06 -4.69 -2.42
H -5.62 -3.68 -0.81
H -4.26 -2.68 -0.94
H -3.61 -4.06 1.22
H -5.10 -5.17 2.24
H -5.70 -5.48 0.56
H -6.94 -3.24 2.32
H -7.61 -4.82 2.18
H -9.35 -3.19 1.38
H -9.22 -2.72 -0.37
H -8.31 -1.87 0.93
C 0.58 -9.99 -5.39
O 1.02 -8.71 -5.05
C 1.77 -8.10 -6.12
C 2.23 -6.69 -5.74
N 1.22 -5.68 -5.73
C 1.68 -4.32 -5.36
C 0.64 -3.24 -5.09
O 0.17 -3.28 -3.77
C -1.10 -2.67 -3.58
H 0.39 -10.51 -4.41
H 1.34 -10.51 -5.99
H -0.36 -9.92 -5.96
H 1.16 -8.13 -7.07
H 2.67 -8.68 -6.30
H 3.07 -6.51 -6.45
H 2.69 -6.81 -4.71
H 0.58 -6.01 -4.98
H 2.38 -3.95 -6.14
H 2.22 -4.43 -4.37
H -0.16 -3.30 -5.82
H 1.12 -2.22 -5.28
H -1.23 -2.47 -2.47
H -1.96 -3.14 -3.99
H -0.99 -1.67 -4.09
C 0.73 -2.08 4.46
O 1.21 -0.86 3.90
C 2.35 -0.99 3.03
C 2.60 0.27 2.32
N 3.17 1.31 3.15
C 3.55 2.48 2.35
C 4.27 3.53 3.29
O 3.27 4.14 4.06
C 3.78 4.98 5.04
H 0.51 -2.82 3.68
H -0.15 -1.72 5.05
H 1.48 -2.41 5.17
H 2.14 -1.75 2.31
H 3.21 -1.24 3.62
H 1.68 0.53 1.82
H 3.38 0.05 1.55
H 2.58 1.61 3.91
H 2.70 3.07 1.88
H 4.09 2.23 1.46
H 4.80 4.26 2.63
H 4.94 3.12 4.03
H 4.72 4.54 5.44
H 3.05 5.14 5.88
H 4.03 5.91 4.53
C 1.39 8.80 1.57
O 2.45 7.86 1.65
C 2.43 7.05 2.78
C 1.15 6.41 3.22
N 0.76 5.22 2.47
C -0.54 4.76 2.87
C -0.69 4.49 4.34
O 0.17 3.39 4.81
C 0.01 2.19 4.12
H 1.10 9.20 2.61
H 0.51 8.45 1.05
H 1.79 9.62 0.98
H 2.87 7.62 3.61
H 3.11 6.20 2.58
H 0.35 7.20 3.18
H 1.27 6.11 4.28
H 1.45 4.56 2.63
H -0.79 3.91 2.25
H -1.30 5.53 2.64
H -1.70 4.23 4.63
H -0.49 5.37 4.92
H 0.44 2.10 3.12
H -0.97 1.86 4.00
H 0.61 1.47 4.68
C 6.63 -1.53 3.71
O 5.99 -2.70 4.19
C 5.76 -3.70 3.16
C 4.79 -4.75 3.70
N 4.91 -6.00 2.95
C 3.63 -6.72 2.91
C 3.82 -7.91 1.92
O 2.71 -8.61 1.68
C 2.48 -9.61 2.68
H 5.77 -0.85 3.44
H 7.31 -1.67 2.95
H 7.24 -1.10 4.56
H 6.76 -4.17 2.93
H 5.40 -3.32 2.13
H 3.78 -4.38 3.62
H 4.99 -4.90 4.80
H 5.63 -6.56 3.41
H 2.88 -6.03 2.51
H 3.26 -7.02 3.91
H 4.65 -8.60 2.21
H 4.04 -7.44 1.02
H 1.50 -10.03 2.52
H 2.76 -9.36 3.69
H 3.20 -10.42 2.34
C 11.20 -2.51 -4.02
O 10.43 -3.71 -4.07
C 9.17 -3.58 -3.49
C 8.63 -5.00 -3.33
N 7.25 -5.14 -2.71
C 7.01 -4.29 -1.57
C 5.71 -4.68 -0.92
O 5.21 -3.48 -0.35
C 3.90 -3.62 0.20
H 10.64 -1.62 -4.36
H 12.09 -2.74 -4.66
H 11.48 -2.35 -2.95
H 8.42 -3.03 -4.13
H 9.34 -3.00 -2.54
H 9.27 -5.60 -2.67
H 8.55 -5.52 -4.32
H 6.59 -5.03 -3.44
H 6.95 -3.24 -1.83
H 7.77 -4.44 -0.85
H 5.89 -5.49 -0.21
H 4.96 -5.09 -1.63
H 3.98 -4.34 1.04
H 3.23 -4.02 -0.49
H 3.59 -2.61 0.55
C 6.68 -1.68 -6.41
O 6.23 -1.89 -5.08
C 5.20 -2.88 -5.04
C 4.50 -2.77 -3.71
N 3.66 -1.60 -3.80
C 2.93 -1.49 -2.64
C 1.78 -0.53 -2.80
O 2.31 0.70 -3.19
C 1.25 1.66 -3.52
H 7.09 -2.60 -6.82
H 7.43 -0.98 -6.31
H 5.83 -1.26 -6.95
H 5.64 -3.89 -5.03
H 4.49 -2.79 -5.83
H 5.12 -2.83 -2.79
H 3.80 -3.63 -3.52
H 4.26 -0.82 -3.95
H 3.56 -1.09 -1.83
H 2.72 -2.48 -2.24
H 1.26 -0.50 -1.82
H 1.04 -0.82 -3.52
H 1.08 2.45 -2.75
H 0.33 1.17 -3.77
H 1.64 2.21 -4.40
C 0.24 -4.15 1.42
O -0.75 -3.09 1.56
C -0.46 -2.05 0.59
C -1.08 -0.76 1.10
N -0.86 0.24 0.06
C -1.57 1.44 0.38
C -1.20 2.54 -0.55
O -2.16 3.64 -0.35
C -1.93 4.72 -1.22
H -0.07 -4.90 0.70
H 0.23 -4.66 2.43
H 1.25 -3.85 1.09
H -0.87 -2.32 -0.37
H 0.62 -1.94 0.51
H -0.55 -0.45 2.03
H -2.15 -0.87 1.37
H -1.19 -0.10 -0.87
H -1.33 1.76 1.43
H -2.63 1.25 0.22
H -1.19 2.17 -1.60
H -0.17 2.90 -0.37
H -0.86 5.05 -1.26
H -2.60 5.54 -0.91
H -2.13 4.40 -2.24
C -4.39 3.57 3.13
O -5.40 3.99 2.21
C -4.78 4.55 1.05
C -5.86 5.28 0.24
N -6.49 6.25 1.12
C -7.37 7.20 0.61
C -8.35 6.65 -0.35
O -9.07 5.62 0.29
C -10.18 5.02 -0.44
H -3.76 4.46 3.46
H -3.70 2.85 2.63
H -4.90 3.17 3.97
H -4.20 3.78 0.52
H -4.10 5.34 1.39
H -6.54 4.56 -0.20
H -5.44 5.94 -0.52
H -6.78 5.87 2.01
H -6.80 7.98 0.10
H -7.86 7.73 1.41
H -7.98 6.32 -1.34
H -9.02 7.47 -0.69
H -9.80 4.31 -1.21
H -10.80 5.76 -0.89
H -10.74 4.52 0.40
C -5.25 0.05 3.46
C -5.47 -0.30 2.04
O -4.29 -0.98 1.65
O -6.37 0.82 3.99
H -4.32 0.58 3.57
H -5.11 -0.93 4.00
H -5.57 0.69 1.47
H -6.39 -0.90 1.87
H -4.44 -1.91 1.50
H -6.53 1.50 3.31
C 2.08 -7.64 -2.08
C 2.30 -6.40 -1.23
O 2.14 -5.18 -1.93
O 0.71 -7.62 -2.52
H 2.35 -8.57 -1.43
H 2.63 -7.58 -3.05
H 3.33 -6.39 -0.89
H 1.63 -6.46 -0.35
H 1.26 -5.15 -2.32
H 0.71 -8.01 -3.45
C -3.84 4.04 -4.82
C -2.73 3.71 -5.77
O -1.46 3.63 -5.10
O -3.57 5.28 -4.32
H -3.70 3.35 -3.95
H -4.76 3.90 -5.36
H -2.66 4.53 -6.51
H -2.90 2.78 -6.33
H -1.47 4.48 -4.64
H -3.67 5.97 -4.99
*
```

Properties
frontier orbital gap: 8.57 eV
E_HOMO: -8.137 eV
total energy: -6446.93541 Ha
LUMO energy: 0.4 eV
energy relative to the best compared isomer or geometry (same formula, charge and spin): 0.8 kcal/mol

Atom charges from the Löwdin analysis, given in e for atoms 1 to 2: number 1, C, carries -0.066; number 2, O, carries -0.183

Entry 2:
C5H15N2 | ωB97M-V/def2-TZVPD

ORCA input file:
```
! RIJCOSX wB97M-V def2-TZVPD def2/J DEFGRID3
* xyz 1 1
C 0.45 -1.91 2.05
N 1.03 -0.87 1.15
C 1.12 -1.04 -0.38
C 0.71 0.28 -1.04
C -0.73 0.78 -0.78
C -1.32 1.78 -1.80
N -0.93 1.05 0.66
H 1.13 -2.87 1.78
H -0.62 -2.07 1.80
H 0.62 -1.60 3.08
H 1.86 -0.33 1.50
H 0.34 0.07 1.12
H 2.13 -1.52 -0.42
H 0.25 -1.65 -0.53
H 0.73 0.03 -2.11
H 1.39 1.09 -0.90
H -1.32 -0.19 -1.02
H -0.72 2.58 -2.22
H -1.79 1.21 -2.62
H -2.07 2.27 -1.16
H -0.33 1.88 0.93
H -1.93 1.05 0.89
*
```

Properties
frontier orbital gap: 11.21 eV
E_HOMO: -14.071 eV
total energy: -308.73098 Ha
LUMO energy: -2.9 eV
energy relative to the best compared isomer or geometry (same formula, charge and spin): 38.7 kcal/mol
structure (SMILES): C[NH2+]CC[C@H](C)N

Atom charges from the Löwdin analysis, given in e for atoms 1 to 2: number 1, C, carries -0.019; number 2, N, carries -0.110